## a
{"formula": "C4H8OS", "method": "ωB97M-V/def2-TZVPD", "species": ["C", "C", "O", "C", "C", "S", "H", "H", "H", "H", "H", "H", "H", "H"], "coordinates": [[1.395, -1.433, 0.055], [0.857, -0.110, -0.195], [1.318, 0.791, -0.863], [-0.548, 0.095, 0.376], [-0.851, 1.508, 0.195], [-1.984, -0.824, -0.369], [2.282, -1.207, 0.975], [0.747, -2.324, 0.297], [2.067, -1.611, -0.775], [-0.460, -0.261, 1.421], [-1.268, 1.413, -0.990], [0.187, 2.113, 0.191], [-1.564, 1.799, 1.176], [-2.177, 0.050, -1.493]], "lumo_energy_ha": 0.0223, "spin_multiplicity": 1, "orbital_gap_ha": 0.35865, "smiles": "CC(=O)[C@@H](C)S"}



## b
{"formula": "C4H8OS", "method": "ωB97M-V/def2-TZVPD", "species": ["C", "C", "C", "C", "H", "H", "H", "H", "H", "H", "O", "S", "H", "H"], "coordinates": [[0.851, 1.999, 0.482], [0.968, 0.809, -0.067], [1.285, -0.334, -0.580], [2.200, -1.407, 0.038], [1.411, 2.791, 0.142], [0.031, 2.038, 1.172], [0.909, -0.792, -1.402], [3.018, -1.113, 0.587], [1.678, -2.100, 0.529], [2.811, -1.901, -0.694], [-3.843, 0.470, -0.694], [-3.412, -0.698, 0.418], [-4.151, 0.243, -1.532], [-3.754, -0.005, 1.601]], "lumo_energy_ha": 0.0167, "spin_multiplicity": 1, "orbital_gap_ha": 0.34312, "smiles": "C=C=CC.OS"}



## c
{"formula": "C4H8OS", "method": "ωB97M-V/def2-TZVPD", "species": ["C", "O", "C", "C", "S", "C", "H", "H", "H", "H", "H", "H", "H", "H"], "coordinates": [[-2.560, -0.373, 0.281], [-1.862, 0.416, -0.668], [-0.493, 0.172, -0.807], [0.241, -0.652, -0.110], [2.042, -0.777, -0.471], [2.661, 0.743, 0.226], [-2.231, -0.106, 1.317], [-2.408, -1.505, 0.079], [-3.607, -0.201, 0.109], [-0.045, 0.762, -1.618], [-0.173, -1.457, 0.370], [3.736, 0.566, 0.233], [2.291, 0.768, 1.310], [2.408, 1.643, -0.248]], "lumo_energy_ha": 0.0356, "spin_multiplicity": 1, "orbital_gap_ha": 0.34456, "smiles": "CO/C=C/SC"}



c wins, 22.1 kcal/mol ahead of the next structure.



## a
{"formula": "C2H4O3P", "method": "ωB97M-V/def2-TZVPD", "species": ["O", "P", "C", "C", "O", "O", "H", "H", "H", "H"], "coordinates": [[-0.398, 3.381, 0.030], [-0.214, 2.248, 1.019], [0.255, 0.793, -0.041], [-0.706, -0.391, 0.192], [-2.040, -0.097, 0.183], [-2.386, 0.944, 1.005], [1.324, 0.639, 0.046], [0.292, 1.080, -1.193], [-0.325, -1.137, -0.539], [-0.574, -0.766, 1.199]], "lumo_energy_ha": 0.1591, "charge": -1, "spin_multiplicity": 1, "orbital_gap_ha": 0.27027, "smiles": "O=PCCO[O-]"}



## b
{"formula": "C2H4O3P", "method": "ωB97M-V/def2-TZVPD", "species": ["C", "C", "O", "O", "O", "P", "H", "H", "H", "H"], "coordinates": [[-2.750, -2.306, 0.426], [0.957, -0.076, -0.681], [-0.604, 2.223, 0.164], [-2.240, -2.164, -0.570], [-0.305, 0.374, 1.852], [0.201, 1.119, 0.650], [1.457, 1.778, 0.987], [0.124, -0.662, -1.184], [1.480, 0.539, -1.529], [1.680, -0.824, -0.116]], "lumo_energy_ha": 0.1405, "charge": -1, "spin_multiplicity": 1, "orbital_gap_ha": 0.30353}



b wins, 108.8 kcal/mol ahead of the next structure.



## a
{"formula": "C2H4O3P", "method": "ωB97M-V/def2-TZVPD", "species": ["C", "C", "O", "O", "O", "P", "H", "H", "H", "H"], "coordinates": [[0.365, 0.015, -1.314], [0.508, 0.187, 0.178], [0.127, -2.305, -2.980], [0.078, 0.830, -2.131], [0.782, -2.515, -0.466], [0.279, -1.742, -1.622], [-0.016, 1.146, 0.440], [1.543, 0.062, 0.309], [0.053, -0.673, 0.569], [-1.980, -1.235, -1.319]], "lumo_energy_ha": [0.1448, 0.1448], "charge": -1, "spin_multiplicity": 1, "orbital_gap_ha": [0.27400, 0.27404]}



## b
{"formula": "C2H4O3P", "method": "ωB97M-V/def2-TZVPD", "species": ["C", "C", "O", "P", "O", "O", "H", "H", "H", "H"], "coordinates": [[0.875, 0.399, 0.841], [-0.627, 0.662, 0.464], [-1.250, 1.515, 1.083], [-1.237, -0.129, -1.228], [-2.450, -1.077, -0.843], [0.256, -1.123, -1.188], [0.906, -0.622, 1.222], [1.318, 1.041, 1.598], [1.396, 0.262, 0.003], [0.814, -0.929, -1.951]], "lumo_energy_ha": 0.1484, "charge": -1, "spin_multiplicity": 1, "orbital_gap_ha": 0.25938, "smiles": "CC(=O)P([O-])O"}



b wins, 25.0 kcal/mol ahead of the next structure.



## a
{"formula": "C3H7O3", "method": "ωB97M-V/def2-TZVPD", "species": ["O", "C", "O", "C", "C", "H", "H", "H", "H", "H", "H", "H", "O"], "coordinates": [[-0.931, 0.538, 1.175], [-0.348, -0.034, 0.243], [0.727, 0.301, -0.322], [-0.947, -1.372, -0.294], [-1.304, -1.356, -1.772], [-1.787, -1.683, 0.310], [-0.108, -2.041, -0.063], [-2.184, -0.747, -1.946], [-1.505, -2.383, -2.096], [-0.484, -0.985, -2.380], [1.966, 1.165, 0.478], [1.910, 2.023, 1.760], [2.493, 1.787, 1.037]], "lumo_energy_ha": 0.1546, "charge": -1, "spin_multiplicity": 1, "orbital_gap_ha": 0.31491}



## b
{"formula": "C3H7O3", "method": "ωB97M-V/def2-TZVPD", "species": ["C", "O", "H", "H", "H", "H", "C", "C", "O", "O", "H", "H", "H"], "coordinates": [[-2.549, -0.549, 1.761], [-1.334, -0.871, 2.402], [-0.540, -0.842, 1.868], [-2.400, -0.642, 0.688], [-2.868, 0.498, 2.041], [-3.246, -1.415, 2.203], [2.533, 0.406, -1.220], [0.977, 0.377, -1.214], [0.310, 1.062, -2.027], [0.337, -0.206, -0.279], [2.886, -0.610, -1.490], [2.982, 0.596, -0.176], [2.918, 1.132, -1.863]], "lumo_energy_ha": 0.1494, "charge": -1, "spin_multiplicity": 1, "orbital_gap_ha": 0.28357}



## c
{"formula": "C3H7O3", "method": "ωB97M-V/def2-TZVPD", "species": ["C", "O", "H", "H", "H", "H", "C", "C", "O", "O", "H", "H", "H"], "coordinates": [[-1.710, 0.200, -1.126], [-1.583, -1.118, -1.781], [-2.017, -1.793, -1.255], [-1.822, 0.958, -1.891], [-0.815, 0.215, -0.505], [-2.607, 0.171, -0.509], [1.608, -0.434, 0.897], [1.353, 1.050, 1.245], [0.207, 1.491, 0.930], [2.312, 1.706, 1.693], [2.584, -0.485, 0.400], [0.900, -0.828, 0.165], [1.591, -1.133, 1.738]], "lumo_energy_ha": 0.1330, "charge": -1, "spin_multiplicity": 1, "orbital_gap_ha": 0.27499}



a wins, 30.3 kcal/mol ahead of the next structure.